ORCA calculation (the ωB97M-V functional and the def2-TZVPD basis) on a molecular structure, C26H70BBrClIN22O16P at a distorted geometry.

The calculation puts the HOMO energy at -10.42 eV. The net charge is +1. The calculation puts the HOMO-LUMO gap at 8.2 eV. The calculation puts the maximum force at 0.24532 hartree/bohr.

Last column: Mulliken charge in e.
Element x y z (Å)
C  7.7126  -1.0081  -1.4650  -1.3774
C  7.5868  0.1831  -2.2861  1.0158
O  6.8396  0.2464  -3.1475  -0.6619
O  8.4074  1.1280  -1.9775  -0.4419
C  7.9179  2.4316  -2.2532  -0.9894
C  7.0012  2.9408  -1.1939  -0.9596
C  5.5630  2.8149  -1.5617  -0.4045
C  4.6881  3.5261  -0.5390  -1.1688
C  3.8849  2.5745  0.3058  -2.4630
C  2.3583  2.4264  0.0732  1.9302
P  1.7262  2.1178  1.8283  -0.3048
N  0.1932  2.7762  1.9297  -0.1298
O  1.4137  0.5078  1.8782  -0.5800
C  1.5697  3.4354  -0.7720  -1.9105
C  1.1166  2.7788  -2.0940  -1.1451
I  2.5616  3.4740  -3.5331  0.1085
B  -0.1905  3.5150  -2.6109  1.2779
O  -0.8261  2.9686  -3.6625  -0.6413
O  -0.6481  4.6398  -2.0794  -0.5287
N  1.0720  1.3646  -1.7201  1.6096
C  -0.0398  1.0474  -0.7196  -0.3857
C  -1.4399  0.7713  -1.2621  -1.1888
C  -2.3944  1.0523  -0.1340  -0.7936
Cl  -2.6743  -0.4001  0.8887  -0.3377
C  1.0404  0.2824  -2.7520  -1.2045
C  2.3477  0.0480  -3.4923  -0.4015
O  3.2507  -0.3929  -3.0906  -0.4035
Br  2.2496  0.5078  -5.3752  -0.2394
C  2.2833  1.2236  -0.8607  -2.0504
H  8.2563  -1.7285  -2.0072  0.3484
H  6.7544  -1.4027  -1.3107  0.3606
H  8.1945  -0.8071  -0.5495  0.3789
H  8.7598  3.0541  -2.2876  0.4996
H  7.4733  2.5076  -3.2058  0.4025
H  7.2361  3.9562  -1.0413  0.5970
H  7.2139  2.4589  -0.2767  0.4418
H  5.3654  1.7827  -1.5365  0.1925
H  5.4634  3.2180  -2.5333  0.1800
H  5.3616  3.9831  0.1224  0.7893
H  4.1266  4.3071  -0.9736  0.4779
H  4.3180  1.6102  0.2865  0.6497
H  4.0001  2.9022  1.2951  1.3702
H  -0.5464  2.1008  2.0358  0.1990
H  0.1289  3.4534  2.6603  0.3159
H  2.2530  0.0757  2.0474  0.3920
H  1.9740  4.3916  -0.9319  1.1244
H  0.6796  3.6376  -0.2130  0.5357
H  -0.6523  3.4529  -4.4699  0.3061
H  -1.5205  4.4963  -1.7066  0.3451
H  -0.1262  1.8447  -0.0298  -1.0785
H  0.2423  0.2139  -0.1640  1.5072
H  -1.5079  -0.2511  -1.4676  0.6005
H  -1.6988  1.2573  -2.1718  0.7284
H  -3.3395  1.3608  -0.4717  0.6476
H  -1.9708  1.7400  0.5448  0.1672
H  0.2974  0.4509  -3.4799  1.3463
H  0.8688  -0.6140  -2.2456  0.5587
H  3.1565  1.3237  -1.4348  0.2266
H  2.4293  0.2745  -0.4419  0.9594
C  -1.0829  -1.6713  -4.1837  0.6621
O  -1.1243  -0.5320  -3.6985  -0.6011
N  -1.9443  -2.6490  -3.8266  -0.2691
N  -0.1489  -2.0338  -5.0896  -0.1395
H  -1.8985  -3.5719  -4.2145  0.0885
H  -2.6392  -2.4338  -3.1353  0.1524
H  0.4788  -1.3104  -5.3322  0.0084
H  -0.0734  -2.9670  -5.4842  0.2988
C  -2.0672  3.5693  4.9185  0.6340
O  -1.7039  4.0574  3.8500  -0.7531
N  -3.2200  2.8751  5.0574  -0.1923
N  -1.3225  3.6936  6.0630  -0.2708
H  -3.5345  2.4717  5.9346  0.1603
H  -3.7861  2.7661  4.2387  0.1690
H  -0.4648  4.2037  6.0038  0.1666
H  -1.5999  3.3002  6.9403  0.1177
C  4.1826  5.0993  3.6190  0.5444
O  4.5427  4.6999  2.5231  -0.5314
N  4.9679  5.9098  4.3929  -0.4360
N  2.9663  4.7699  4.1582  -0.2628
H  4.6955  6.2513  5.2939  0.1482
H  5.8625  6.1681  4.0247  0.2328
H  2.3645  4.1775  3.6197  0.0907
H  2.6565  5.0936  5.0536  0.1449
C  -4.6064  1.8197  8.4975  0.7233
O  -4.1590  1.3819  7.4225  -0.8798
N  -3.8879  2.6704  9.2878  -0.3682
N  -5.8234  1.4919  8.9523  -0.2496
H  -4.2355  3.0391  10.1520  0.1708
H  -2.9752  2.9347  8.9800  0.1820
H  -6.3740  0.8750  8.3776  0.1169
H  -6.2159  1.8407  9.8054  0.1869
C  -1.1410  -5.5568  -6.6862  0.5517
O  -0.6454  -4.5044  -6.2870  -0.7701
N  -0.4081  -6.5417  -7.2571  -0.3292
N  -2.4780  -5.8153  -6.5885  -0.3057
H  -0.8122  -7.4036  -7.5881  0.2126
H  0.5776  -6.3927  -7.3513  0.1849
H  -3.0596  -5.1085  -6.1813  0.1947
H  -2.8956  -6.6687  -6.9150  0.1834
C  -6.6563  -0.7271  6.4875  0.5701
O  -7.1471  0.3816  6.6777  -0.8025
N  -7.4245  -1.8226  6.2151  -0.3997
N  -5.3129  -0.9287  6.5457  -0.3033
H  -7.0480  -2.7370  6.0590  0.1588
H  -8.4165  -1.6899  6.1728  0.2384
H  -4.7352  -0.1285  6.7701  0.3021
H  -4.8814  -1.8205  6.3997  0.1697
C  -2.2281  -10.3779  -7.3386  0.6398
O  -2.0714  -9.3178  -7.9269  -0.6390
N  -1.9286  -10.5313  -6.0112  -0.3564
N  -2.7138  -11.4867  -7.9655  -0.4311
H  -2.0492  -11.3909  -5.5117  0.1738
H  -1.5686  -9.7333  -5.5261  0.2062
H  -2.9406  -11.4018  -8.9376  0.2189
H  -2.8516  -12.3669  -7.5082  0.1590
C  6.8137  -3.2793  -4.8888  0.6645
O  7.4231  -3.6946  -3.9181  -0.6413
N  6.3532  -1.9966  -4.9646  -0.1995
N  6.5473  -4.0752  -5.9783  -0.3943
H  5.8503  -1.6300  -5.7490  0.1796
H  6.5419  -1.3988  -4.1754  0.1301
H  6.8767  -5.0197  -5.9469  0.2423
H  6.0508  -3.7579  -6.7874  0.1541
C  -4.2152  -4.2347  -0.6853  0.6694
O  -5.0082  -3.4583  -1.1803  -0.6272
N  -4.2628  -5.5856  -0.9277  -0.4104
N  -3.2162  -3.8304  0.1652  -0.2685
H  -3.6233  -6.2441  -0.5280  0.1568
H  -4.9839  -5.9155  -1.5382  0.2305
H  -3.1518  -2.8489  0.3700  0.1425
H  -2.5684  -4.4613  0.5953  0.1505
C  -7.9311  3.9742  7.9873  0.6148
O  -7.5190  3.7285  9.1115  -0.6572
N  -8.4940  5.1780  7.6408  -0.3968
N  -7.8268  3.0344  7.0143  -0.2804
H  -8.8292  5.3867  6.7212  0.1524
H  -8.5680  5.8737  8.3565  0.2414
H  -7.4177  2.1564  7.2907  0.2824
H  -8.1243  3.1574  6.0663  0.1918